i:
Density functional theory data (the ωB97M-V functional and the def2-TZVPD basis) for 3 unconnected molecules or ions with the total composition C6H14O.

Values from the calculation:
**HOMO-LUMO gap**: 7.03 eV
**Highest occupied orbital energy**: -8.24 eV

XYZ file:
```
21
Properties=species:S:1:pos:R:3:mulliken_charge:R:1
C -0.5246 -1.7047 -0.4610 -0.10
O -1.0988 -2.6653 -0.9459 -0.55
C -0.3960 -0.4080 -1.0421 -0.71
C 0.0333 0.6577 -0.1901 1.44
C 0.8352 1.7984 -0.8500 -1.44
C -1.0456 1.1017 0.8279 -0.48
C -0.7223 1.6180 2.2101 -1.28
H -0.6571 -0.2485 -2.0818 0.37
H 0.1407 -1.8298 0.4351 0.28
H 1.6970 -5.9301 -3.2551 0.06
H 1.5018 0.1421 1.2109 0.35
H 1.7925 -5.3792 -2.7754 -0.06
H 0.8884 0.0801 0.5809 -0.83
H 0.1105 2.3989 -1.3781 0.39
H 1.3708 2.3555 -0.0645 0.35
H 1.6303 1.2458 -1.3828 0.39
H -1.9231 1.4760 0.2960 0.47
H -1.4938 0.0891 1.0019 0.29
H -0.2795 0.8702 2.8715 0.37
H -0.1788 2.5729 2.2677 0.31
H -1.6808 1.7593 2.7249 0.37
```

---

ii:
Density functional theory data (the ωB97M-V functional and the def2-TZVPD basis) for 2 unconnected molecules or ions with the total composition C6H14O.

Values from the calculation:
**HOMO-LUMO gap (spin up / spin down)**: 10.75 / 7.82 eV
**Highest occupied orbital energy (spin up / spin down)**: -10.32 / -8.22 eV

XYZ file:
```
21
Properties=species:S:1:pos:R:3:mulliken_charge:R:1
C -3.3250 0.1581 0.3610 -1.04
C -2.1137 0.7533 -0.2660 -0.37
C -0.8317 0.4284 0.5006 -0.61
C 0.4213 0.4471 -0.3709 -0.63
C 1.6414 -0.1104 0.3575 -0.59
C 2.7934 -0.3975 -0.5869 -0.53
O 3.8657 -0.9177 0.1741 -0.50
H -3.2637 -2.3753 0.7604 0.05
H -4.2892 0.6267 0.1620 0.28
H -3.2772 -0.5003 1.1990 0.39
H -2.0206 0.4285 -1.3148 0.35
H -2.2541 1.8492 -0.3521 0.34
H -0.7154 1.1161 1.3495 0.28
H -0.9538 -0.5770 0.9235 0.36
H 0.6273 1.4655 -0.7326 0.30
H 0.2251 -0.1635 -1.2645 0.38
H 1.9812 0.5828 1.1372 0.30
H 1.3737 -1.0476 0.8621 0.33
H 2.4598 -1.1194 -1.3510 0.31
H 3.0866 0.5256 -1.1145 0.31
H 4.5689 -1.1725 -0.4336 0.30
```

---

Most stable: ii

---

i:
Density functional theory data (the ωB97M-V functional and the def2-TZVPD basis) for 2 unconnected molecules or ions with the total composition C2H8N2O2.

Values from the calculation:
**SMILES**: CN(N)C=O.O
**HOMO-LUMO gap**: 10.15 eV
**Highest occupied orbital energy**: -9.57 eV

XYZ file:
```
14
Properties=species:S:1:pos:R:3:mulliken_charge:R:1
C 1.5060 1.9493 0.5572 -0.91
N 0.5773 1.0113 -0.0724 0.21
N 0.7515 0.7796 -1.4196 -0.58
C -0.4075 0.3405 0.6165 0.14
O -1.1430 -0.4801 0.0945 -0.56
H 2.3544 1.4614 0.9812 0.29
H 1.7837 2.6668 -0.1689 0.35
H 0.9178 2.4928 1.3358 0.32
H 1.5320 0.1404 -1.6136 0.22
H 0.8187 1.6130 -1.9325 0.25
H -0.3283 0.5942 1.6703 0.29
O -1.4093 -3.2285 0.1697 -0.63
H -0.6131 -2.6281 0.1136 0.32
H -1.9390 -2.9470 0.9025 0.30
```

---

ii:
Density functional theory data (the ωB97M-V functional and the def2-TZVPD basis) for 2 unconnected molecules or ions with the total composition C2H8N2O2.

Values from the calculation:
**SMILES**: [H]/N=C/ON.CO
**HOMO-LUMO gap**: 10.35 eV
**Highest occupied orbital energy**: -9.51 eV

XYZ file:
```
14
Properties=species:S:1:pos:R:3:mulliken_charge:R:1
H 3.0523 -1.0158 -0.8752 0.27
N 2.0975 -0.7145 -1.0106 -0.62
C 1.4804 -0.3218 0.0069 0.19
O 0.6465 0.8624 -0.1087 -0.32
N 0.2854 1.2003 -1.4452 -0.51
H 1.7266 -0.4376 1.0645 0.37
H 0.6646 2.1339 -1.5971 0.25
H 0.7661 0.5222 -2.0467 0.29
C -1.9938 -0.4227 1.3087 -0.51
O -1.4143 -0.8130 0.0861 -0.55
H -2.6762 -1.2010 1.6522 0.23
H -1.2351 -0.2951 2.0904 0.21
H -2.5323 0.5258 1.2068 0.24
H -0.8677 -0.0232 -0.3320 0.47
```

---

iii:
Density functional theory data (the ωB97M-V functional and the def2-TZVPD basis) for 2 unconnected molecules or ions with the total composition C2H8N2O2.

Values from the calculation:
**SMILES**: O=CO.NCN
**HOMO-LUMO gap**: 10.28 eV
**Highest occupied orbital energy**: -9.47 eV

XYZ file:
```
14
Properties=species:S:1:pos:R:3:mulliken_charge:R:1
O -0.8505 2.5359 -1.1545 -0.49
C 0.1615 2.2254 -0.5908 0.19
O 0.2946 2.0267 0.7263 -0.40
H 1.0822 2.0327 -1.1501 0.35
H -0.5093 1.5301 0.9790 0.36
N -0.8215 -0.4412 0.6900 -0.57
C -0.0944 -1.5831 0.0469 -0.55
N 1.2255 -1.2317 -0.3832 -0.49
H -1.0615 -0.7181 1.6368 0.26
H -1.7308 -0.3270 0.2477 0.26
H -0.6648 -2.0143 -0.7671 0.35
H -0.0526 -2.3423 0.8267 0.29
H 1.7014 -0.6235 0.2600 0.22
H 1.3200 -1.0697 -1.3678 0.23
```

---

iv:
Density functional theory data (the ωB97M-V functional and the def2-TZVPD basis) for 2 unconnected molecules or ions with the total composition C2H8N2O2.

Values from the calculation:
**SMILES**: O=CO.NCN
**HOMO-LUMO gap**: 8.79 eV
**Highest occupied orbital energy**: -8.43 eV

XYZ file:
```
14
Properties=species:S:1:pos:R:3:mulliken_charge:R:1
O -0.9011 -0.6808 1.4375 -0.42
C -2.0588 -0.9966 1.3119 0.22
O -2.4748 -2.2427 0.9864 -0.42
H -2.8666 -0.3195 1.6478 0.26
H -3.3588 -2.4224 1.3489 0.35
N 1.1135 -0.1746 -1.5948 -0.60
C 1.8977 0.6549 -0.7270 -0.36
N 1.2218 1.6826 -0.0121 -0.54
H 0.4828 -0.8405 -1.1209 0.25
H 0.5276 0.4093 -2.1708 0.20
H 2.4054 0.0105 0.0049 0.34
H 2.6207 1.1756 -1.3656 0.29
H 0.6302 2.3105 -0.5796 0.18
H 0.7604 1.4336 0.8334 0.24
```

---

Most stable: iii

---

i:
Density functional theory data (the ωB97M-V functional and the def2-TZVPD basis) for 2 unconnected molecules or ions with the total composition C2H8N2O2.

Values from the calculation:
**SMILES**: NC=O.NCO
**HOMO-LUMO gap**: 10.07 eV
**Highest occupied orbital energy**: -9.11 eV

XYZ file:
```
14
Properties=species:S:1:pos:R:3:mulliken_charge:R:1
N -0.7543 -1.9885 -0.9672 -0.27
C 0.3300 -2.2293 -0.0719 0.03
O 1.2984 -1.4991 0.2185 -0.52
H -0.7400 -1.1734 -1.6022 0.22
H -1.3830 -2.7651 -0.9636 0.22
H 0.2693 -3.1914 0.3936 0.36
N 0.9076 2.0402 0.8706 -0.52
C -0.3859 1.4697 0.6000 -0.10
O -0.5541 0.8001 -0.7184 -0.55
H 0.8712 3.0358 1.2645 0.22
H 1.6435 1.9684 0.1366 0.22
H -0.5707 0.6474 1.2725 0.18
H -1.3071 2.1580 0.6577 0.22
H 0.3754 0.7272 -1.0906 0.28
```

---

ii:
Density functional theory data (the ωB97M-V functional and the def2-TZVPD basis) for 2 unconnected molecules or ions with the total composition C2H8N2O2.

Values from the calculation:
**SMILES**: CC=O.NNO
**HOMO-LUMO gap**: 9.99 eV
**Highest occupied orbital energy**: -9.10 eV

XYZ file:
```
14
Properties=species:S:1:pos:R:3:mulliken_charge:R:1
C -1.8791 0.3793 -0.4238 -1.02
C -1.0269 -0.8583 -0.4435 0.52
O -0.9946 -1.6641 0.5302 -0.64
H -1.4472 1.1363 -1.0845 0.29
H -2.8825 0.1283 -0.7737 0.34
H -1.9425 0.7748 0.5916 0.28
H -0.7660 -1.2161 -1.4544 0.27
N 1.0756 1.0917 0.8653 -0.53
N 1.1246 -0.1590 0.2219 -0.08
O 2.4971 -0.4801 -0.1050 -0.49
H 1.7089 1.7502 0.4102 0.25
H 1.3864 1.0033 1.8338 0.23
H 0.7229 -0.9817 0.8102 0.26
H 2.4233 -0.9045 -0.9784 0.32
```

---

iii:
Density functional theory data (the ωB97M-V functional and the def2-TZVPD basis) for 2 unconnected molecules or ions with the total composition C2H8N2O2.

Values from the calculation:
**HOMO-LUMO gap (spin up / spin down)**: 7.60 / 7.60 eV
**Highest occupied orbital energy (spin up / spin down)**: -7.21 / -7.21 eV

XYZ file:
```
14
Properties=species:S:1:pos:R:3:mulliken_charge:R:1
C 1.7639 0.6561 -0.2957 -0.90
C -1.5539 0.2828 0.2070 0.55
N -2.1515 -2.0270 -0.2927 -0.91
N -1.7477 -0.7699 -0.5778 0.22
O -1.3104 0.0979 1.5396 -0.50
O -1.4343 1.5372 -0.3366 -0.41
H 2.6886 0.2672 -0.7115 0.35
H 1.3216 0.8473 -1.2530 0.23
H 1.9387 1.6865 0.2099 0.21
H -2.1770 -2.1156 0.7060 0.12
H 1.0581 -0.0110 0.3038 0.15
H -1.6377 -0.6669 -1.6722 0.30
H -0.9870 -0.8479 1.6003 0.28
H -1.8724 2.0086 0.3216 0.32
```

---

Most stable: i

---

i:
Density functional theory data (the ωB97M-V functional and the def2-TZVPD basis) for 2 unconnected molecules or ions with the total composition C2H8N2O2.

Values from the calculation:
**SMILES**: O=CO.NCN
**HOMO-LUMO gap**: 10.45 eV
**Highest occupied orbital energy**: -9.59 eV

XYZ file:
```
14
Properties=species:S:1:pos:R:3:mulliken_charge:R:1
O -0.6707 0.2890 -2.6680 -0.44
C -1.4469 0.6508 -1.8983 0.26
O -1.5477 -0.0045 -0.7088 -0.44
H -1.9059 1.6811 -1.7368 0.27
H -0.5751 -0.3103 -0.6410 0.30
N 0.8944 -1.4718 2.0956 -0.50
C 1.1632 -0.0145 1.9610 -0.53
N 1.1669 0.6127 0.6546 -0.53
H 1.7059 -1.9898 1.8615 0.20
H 0.0200 -1.8886 1.7668 0.22
H 2.1373 0.1980 2.5554 0.39
H 0.3289 0.3405 2.6261 0.31
H 1.8256 0.3378 -0.1038 0.22
H 1.4826 1.5515 1.0585 0.25
```

---

ii:
Density functional theory data (the ωB97M-V functional and the def2-TZVPD basis) for 2 unconnected molecules or ions with the total composition C2H8N2O2.

Values from the calculation:
**SMILES**: NC(=O)O.CN
**HOMO-LUMO gap**: 10.45 eV
**Highest occupied orbital energy**: -9.92 eV

XYZ file:
```
14
Properties=species:S:1:pos:R:3:mulliken_charge:R:1
N 0.7491 -1.5646 0.8041 -0.46
C 1.9221 -0.9177 1.1390 0.63
O 3.0002 -1.4501 1.0962 -0.56
O 1.7449 0.3646 1.5142 -0.48
H 0.8802 -2.5234 0.5630 0.23
H 0.0849 -1.0146 0.2518 0.31
H 0.8569 0.4511 1.8657 0.35
C -1.8907 0.9670 -0.9649 -0.83
N -0.4526 0.6245 -0.9563 -0.52
H -2.0991 1.8851 -1.5158 0.32
H -2.2373 1.1015 0.0575 0.29
H -2.4515 0.1488 -1.4094 0.29
H -0.1720 0.5522 -1.9199 0.21
H 0.0649 1.3753 -0.5253 0.21
```

---

Most stable: ii

---

i:
Density functional theory data (the ωB97M-V functional and the def2-TZVPD basis) for 2 unconnected molecules or ions with the total composition C2H8N2O2.

Values from the calculation:
**SMILES**: NC=O.NCO
**HOMO-LUMO gap**: 10.64 eV
**Highest occupied orbital energy**: -9.76 eV

XYZ file:
```
14
Properties=species:S:1:pos:R:3:mulliken_charge:R:1
N 1.5138 0.8770 -1.2281 -0.38
C 0.7783 1.8133 -0.5546 0.17
O 0.8445 1.8139 0.6645 -0.56
H 1.9585 0.2377 -0.5952 0.22
H 1.2609 0.6091 -2.1559 0.24
H 0.0073 2.2381 -1.1950 0.31
N -0.3099 -1.0186 1.5804 -0.56
C -0.7378 -1.3952 0.2625 -0.44
O -1.2712 -0.3455 -0.5755 -0.49
H -1.0680 -0.5734 2.0819 0.24
H 0.4579 -0.3617 1.5717 0.26
H 0.1088 -1.8121 -0.2608 0.33
H -1.5635 -2.0948 0.4579 0.36
H -1.9797 0.0122 -0.0539 0.29
```

---

ii:
Density functional theory data (the ωB97M-V functional and the def2-TZVPD basis) for 2 unconnected molecules or ions with the total composition C2H8N2O2.

Values from the calculation:
**SMILES**: [H]/N=N/[H].CC(O)O
**HOMO-LUMO gap**: 10.23 eV
**Highest occupied orbital energy**: -9.85 eV

XYZ file:
```
14
Properties=species:S:1:pos:R:3:mulliken_charge:R:1
H -0.0460 2.9473 -1.4803 0.23
N -0.5804 2.0571 -1.5202 -0.21
N -0.0130 1.2669 -2.2893 -0.35
H -0.5451 0.3834 -2.3368 0.31
C 0.8151 -1.1811 1.4791 -1.27
C 0.1336 -0.4309 0.3394 0.22
O -0.4758 0.7016 0.8744 -0.54
O -0.7971 -1.2302 -0.3451 -0.51
H 1.2349 -2.1111 1.1060 0.34
H 0.0849 -1.3910 2.2577 0.35
H 1.6031 -0.5655 1.8981 0.33
H 0.8770 -0.1582 -0.4292 0.35
H -0.8378 1.2562 0.1567 0.44
H -1.4533 -1.5444 0.2895 0.31
```

---

Most stable: i

---

i:
Density functional theory data (the ωB97M-V functional and the def2-TZVPD basis) for C4H7N3O in the gas phase.

Values from the calculation:
**SMILES**: [H]/N=C/NN/C=C\C=O
**HOMO-LUMO gap**: 8.57 eV
**Highest occupied orbital energy**: -8.11 eV

XYZ file:
```
15
Properties=species:S:1:pos:R:3:mulliken_charge:R:1
H 3.9238 -0.1829 0.0828 0.23
N 3.0100 0.1687 0.0347 -0.68
C 2.0883 -0.7000 0.0616 -0.05
N 0.7673 -0.4178 -0.0476 -0.15
N 0.4547 0.9395 -0.1131 -0.14
C -0.7648 1.4068 -0.0355 0.11
C -2.0046 0.8314 0.0500 -0.71
C -2.2882 -0.5696 0.0620 0.25
O -1.5293 -1.5660 -0.0605 -0.68
H 2.2711 -1.7527 0.2036 0.37
H -0.0562 -1.0085 -0.2769 0.25
H 1.2870 1.6201 0.1122 0.36
H -0.7932 2.4894 -0.0099 0.29
H -2.8030 1.5298 0.2592 0.28
H -3.4032 -0.8118 0.1666 0.26
```

---

ii:
Density functional theory data (the ωB97M-V functional and the def2-TZVPD basis) for a molecular structure, C4H7N3O.

Values from the calculation:
**HOMO-LUMO gap (spin up / spin down)**: 6.86 / 6.87 eV
**Highest occupied orbital energy (spin up / spin down)**: -6.20 / -6.20 eV

XYZ file:
```
15
Properties=species:S:1:pos:R:3:mulliken_charge:R:1
C -1.8728 -0.7480 -0.4678 -1.26
N -0.6492 0.2659 1.4779 -0.37
C 0.5227 0.9084 0.6970 -0.45
C 1.2151 -0.2676 0.1789 0.50
C -0.7256 -0.6375 0.4673 1.09
N 2.4412 -0.2050 -0.3757 -0.44
O 0.2539 2.0388 -0.0183 -0.41
N 0.4771 -1.3544 0.2636 -0.82
H 0.3501 1.8749 -0.9776 0.29
H -1.4336 0.9077 1.5543 0.29
H 3.0244 0.5894 -0.1605 0.25
H 2.9181 -1.0819 -0.5300 0.29
H -1.7023 -1.5218 -1.2153 0.33
H -2.0287 0.2215 -0.9675 0.37
H -2.7905 -0.9903 0.0736 0.34
```

---

Most stable: i